(1)
Formula: C39H44N3O
Source: the Open Molecules 2025 dataset
Level of theory: ωB97M-V with the def2-TZVPD basis set

LUMO = -4.3294 eV
Charge = +1
Frontier orbital gap = 3.6 eV

CARTESIAN COORDINATES (ANGSTROEM)
O 0.8319 0.9182 -1.1404
N 2.9668 -3.8790 -0.9223
N -1.0479 2.8223 1.1036
N 1.0817 2.3579 1.3512
C -0.5159 3.7262 2.0314
C 1.8354 -0.4514 1.7785
C -2.6954 2.9178 -0.7141
C 2.7890 0.5853 1.2772
C 2.0146 -4.7909 -0.9462
C 3.9007 -3.8367 0.2073
C -3.1634 2.8325 3.0937
C 0.7721 3.4270 2.2003
C 3.1873 -2.9060 -1.9963
C 4.1209 0.2196 1.0382
C 3.0040 4.3250 0.4652
C -2.1036 -0.2215 0.7299
C 1.2516 -5.1719 -2.1052
C -0.9057 -5.8290 -3.0262
C 1.0069 -5.5469 -4.4989
C 6.4981 0.7473 0.4179
C -3.4444 -0.6224 0.4562
C -1.2370 -0.9100 -1.5629
C -1.1528 -0.0864 -0.3384
C -5.0678 2.7148 -0.1788
C -3.4232 2.8216 1.6202
C -0.1134 -5.5188 -1.9298
C -3.9389 -0.6943 2.8222
C -0.3558 -5.8352 -4.3188
C -2.6246 -0.3194 3.1126
C -4.0346 2.8265 -1.1107
C 5.0746 1.1607 0.6425
C -0.0734 1.9252 0.7845
C 1.8122 -5.2395 -3.4095
C -1.7253 -0.0592 2.0826
C -4.7488 2.7200 1.1784
C -6.4922 2.6193 -0.6360
C 2.4131 1.9223 1.0778
C -1.6613 3.1230 -1.7755
C 3.3515 2.8863 0.6803
C 4.6756 2.4861 0.4692
C -2.4025 2.8425 0.6572
C -4.3465 -0.8243 1.4913
C -0.0883 0.9119 -0.2849
H -0.5224 -5.5170 -0.9163
H 3.6433 -2.0076 -1.5602
H -1.8583 -1.7954 -1.3739
H 2.9707 4.8889 1.4080
H 2.8827 -5.0735 -3.5516
H 4.4140 -0.8202 1.2007
H -1.4550 2.2022 -2.3410
H 5.4046 3.2404 0.1662
H -2.0514 3.8480 -2.5055
H 2.2447 -2.6212 -2.4771
H 2.0583 4.4759 -0.0680
H -2.2492 2.3028 3.3779
H 1.5263 3.9032 2.8001
H -5.5432 2.6262 1.9224
H 1.1045 -0.7483 1.0136
H -1.6878 -0.3320 -2.3882
H -3.9922 2.3325 3.6120
H -1.1144 4.5135 2.4568
H -0.6900 0.2114 2.3135
H -4.6407 -0.8847 3.6358
H 2.3907 -1.3617 2.0438
H 3.7946 4.7831 -0.1410
H 4.2957 -4.8450 0.3983
H -3.7530 -0.7335 -0.5887
H 4.7246 -3.1553 -0.0350
H -0.2350 -1.2360 -1.8803
H 6.8768 0.1528 1.2565
H -4.2668 2.8569 -2.1777
H 1.4397 -5.5731 -5.5016
H 7.1448 1.6207 0.3028
H -3.1076 3.8567 3.4932
H 3.3941 -3.4868 1.1183
H -0.9812 -6.0737 -5.1805
H -5.3768 -1.0949 1.2551
H 3.8738 -3.3026 -2.7554
H -1.9616 -6.0689 -2.8851
H -0.7138 3.5166 -1.3950
H 1.2945 -0.1268 2.6761
H 1.7843 -5.2680 0.0135
H -7.1679 2.5133 0.2171
H 6.6019 0.1337 -0.4852
H -6.6393 1.7558 -1.2959
H -6.7963 3.5113 -1.1988
H -2.2861 -0.2161 4.1461

Atoms 1-6, force components in eV/Å:
O 0.66 0.82 0.11
N -1.09 -1.18 -0.22
N 1.19 -0.17 0.74
N -1.20 0.19 0.59
C -0.74 -0.13 -0.47
C -0.08 -0.58 0.01



(2)
Formula: C34H92Br2N7O7
Source: the Open Molecules 2025 dataset
Level of theory: ωB97M-V with the def2-TZVPD basis set

LUMO = -9.6921 eV
Charge = +5
Frontier orbital gap = 1.7 eV

CARTESIAN COORDINATES (ANGSTROEM)
Br 5.3617 -23.5717 10.6558
Br 2.4120 -26.8694 6.7445
O 11.1357 -23.6488 12.5304
O 2.0687 -26.4653 12.1965
O -6.3629 -19.7549 15.2785
O 1.8810 -20.6804 17.6318
O 4.3308 -34.9675 7.9971
O -3.1528 -14.6842 5.6344
O 0.6637 -25.4586 2.5443
N 3.1590 -38.2455 6.8661
N 3.0162 -24.5164 3.2093
N 3.0658 -25.7831 9.6644
N -3.0771 -15.4720 3.2760
N -6.6682 -20.4424 16.1910
N 4.1814 -21.5292 18.2841
N 9.6625 -23.8775 9.7504
C -0.4199 -26.3562 2.9053
C 10.7857 -24.7934 11.9283
C 11.0264 -23.9407 9.1435
C 1.8092 -19.2548 17.7366
C 1.0221 -25.6363 12.7394
C 3.6992 -22.1145 16.9884
C -8.1038 -20.4789 18.3382
C -5.9442 -22.4364 17.7830
C 4.0414 -33.6225 7.4661
C 1.7549 -27.3305 11.1534
C -5.8781 -21.6513 16.4535
C 3.0272 -25.4069 1.9373
C 1.7382 -26.2075 2.0713
C -9.1122 -23.9098 13.0594
C 2.5243 -21.2535 16.5030
C 3.2442 -23.6095 17.1306
C 2.9026 -27.2336 10.1320
C 4.2605 -26.2499 1.8327
C 8.6534 -24.4094 8.8450
C -2.7856 -14.4647 6.9723
C -5.3468 -16.5991 3.4996
C 9.3261 -22.4577 10.1207
C -10.1147 -22.0657 14.2899
C 3.4387 -35.9805 7.6345
C 4.3495 -27.6700 10.6602
C -7.7795 -20.0235 16.9979
C 9.5492 -24.6253 10.9967
C 4.2090 -37.0904 6.9186
C -5.1089 -22.0094 15.4375
C -4.3447 -15.6153 4.0713
C -9.4649 -23.3151 14.2310
C 4.7103 -36.7196 5.5311
C -8.4965 -18.9959 16.4075
C -3.9389 -15.8102 5.4985
H 2.6366 -27.8643 9.2621
H 11.2645 -24.9727 8.8660
H 10.9089 -23.3248 8.2264
H 3.4266 -21.3000 18.9282
H 2.4497 -25.6712 8.8309
H 4.7733 -26.7551 11.0732
H -2.6821 -16.2503 2.7104
H 10.0022 -22.2226 10.9886
H 10.4479 -25.5901 12.6677
H 4.9893 -27.9087 9.8462
H 3.8338 -23.9345 3.3593
H -1.0718 -25.7563 3.5004
H 8.9756 -25.4076 8.4559
H -5.1598 -16.6316 2.4406
H 2.0957 -24.0148 3.1451
H -5.6915 -21.9809 18.7105
H -3.2498 -16.7706 5.4829
H 5.0023 -33.1221 7.3622
H -7.4536 -18.4646 16.4832
H 2.7596 -18.8615 18.1263
H -9.0272 -23.7143 15.1388
H 2.2480 -37.8746 6.5094
H -2.8564 -15.3808 7.5570
H 9.4341 -21.8340 9.2637
H -3.1536 -14.6716 2.6120
H -4.6556 -15.6719 6.2929
H 11.6022 -25.2857 11.4511
H -7.6571 -20.2414 19.2884
H 2.6408 -35.6262 6.9160
H 3.0349 -24.5579 1.2244
H -4.7768 -14.6249 3.9157
H 5.4069 -35.8755 5.6506
H -10.7833 -23.4463 5.3526
H -5.0695 -23.1096 17.8505
H -8.6673 -18.8145 15.2976
H -9.0833 -20.1354 18.6229
H 3.3177 -33.1909 8.1604
H 7.7620 -24.5396 9.4340
H -1.7597 -14.1164 7.0648
H 3.3399 -24.0483 16.1002
H 3.3857 -39.0104 6.2651
H -8.1069 -21.5058 18.0174
H 4.9904 -37.4065 7.6367
H 0.7521 -26.9964 10.7271
H -6.6594 -23.1369 17.5220
H 1.6249 -18.6942 16.8190
H 8.4569 -23.7355 8.0294
H 0.5658 -26.1552 13.5709
H 5.2924 -37.4736 4.9785
H 3.8713 -24.2098 17.7804
H 3.9278 -36.3758 4.8158
H -4.7472 -20.9854 15.8573
H -0.8705 -26.7387 1.9467
H 4.2241 -26.9677 2.6579
H 1.8652 -21.8874 15.9050
H 8.7517 -24.2711 11.6311
H 2.7562 -25.1401 10.3972
H 2.2309 -23.6797 17.4188
H 3.5023 -33.6994 6.5394
H 4.5535 -22.1316 16.3034
H -9.3248 -18.4718 16.9505
H 11.7600 -23.5512 9.8372
H 0.3408 -25.4229 11.9244
H 1.5925 -28.3860 11.5216
H -8.9031 -25.0072 13.1008
H -4.1644 -22.3471 15.8802
H -5.3916 -17.6237 3.9263
H 11.9460 -23.6480 13.0125
H -5.1562 -21.6553 14.4024
H 9.2470 -25.6439 10.6957
H 0.0435 -27.1710 3.4844
H -10.4852 -21.9528 15.3964
H -6.3509 -16.1719 3.7073
H 2.9892 -38.6629 7.7867
H 4.8041 -22.1116 18.8477
H -8.9333 -23.3305 12.0987
H 1.0004 -19.0599 18.3915
H -2.3990 -15.1053 3.9925
H 4.6948 -20.6312 18.1181
H -10.4575 -21.4294 13.4092
H 8.2247 -22.4681 10.2249
H -3.3671 -13.6736 7.3738
H 1.6203 -24.7395 12.9892
H 2.9836 -25.0442 4.1046
H 1.9579 -27.0393 2.7459
H 4.2490 -26.8267 0.9286
H 4.4066 -28.4736 11.3988
H 2.9132 -36.3702 8.5134
H 1.5197 -26.6959 1.0817
H 2.8683 -20.4804 15.8285
H 4.0231 -25.5018 9.4224
H 5.1785 -25.6862 1.9388

Atoms 1-6, force components in eV/Å:
Br 0.11 -0.22 -0.08
Br 0.00 0.37 -0.45
O -0.71 2.90 0.26
O 0.18 0.45 0.77
O 1.69 3.28 -5.92
O -0.43 -0.43 -0.53